84
Properties=species:S:1:pos:R:3:lowdin_charge:R:1 method="wB97M-V/def2-TZVPD" homo_energy_ha="-0.3118 / -0.3118" spin_multiplicity=1 e_lumo_ev="-2.597 / -2.598"
C 1.696 -3.355 -2.678 -0.07
C -3.838 1.847 2.547 0.00
H -1.112 -1.101 5.834 0.11
H 1.408 2.312 5.384 0.08
F 0.103 -2.510 1.054 0.02
C -3.302 -0.589 2.064 -0.11
F -4.435 -2.873 -2.881 -0.35
H -4.170 3.955 2.773 0.11
C 0.720 -2.604 -1.854 -0.36
H -4.536 1.748 -3.524 0.02
C 4.877 -0.856 -0.471 0.03
C 2.430 -0.800 -1.423 -0.18
H -3.842 -0.798 3.000 0.13
H 6.670 1.746 0.227 0.08
O 0.693 2.701 -1.864 -0.40
F 1.983 -3.769 0.682 0.21
As -2.290 1.386 -2.270 1.16
H -2.880 3.744 -3.106 0.03
C -3.559 3.185 2.327 -0.04
C -1.501 1.403 -4.078 -0.32
Sb -2.876 -2.539 -1.858 1.58
F 1.334 -3.317 2.823 0.21
C -0.548 -0.440 5.194 -0.09
C 0.213 0.569 5.757 -0.70
O 0.290 -1.386 -2.360 0.03
C -0.591 -0.617 3.822 -0.09
H 7.421 0.778 -1.051 0.09
H -4.665 1.548 3.172 0.12
F 4.034 -0.738 -3.298 0.12
N -2.027 1.225 1.144 0.10
H 3.501 -2.494 -0.497 0.15
F 3.739 -3.371 -3.823 0.14
H 3.063 2.388 -2.388 0.11
H 5.385 2.157 -1.916 0.12
F 2.144 -1.664 1.501 0.17
H -4.843 0.926 -1.979 0.01
C 3.679 -1.532 -0.966 -0.04
C 1.069 -1.366 -1.165 -0.18
C -2.462 3.371 -2.170 -0.29
I 0.255 0.794 7.845 0.89
H -2.232 4.553 1.325 0.11
V -0.267 -0.572 0.293 1.13
C 2.348 0.688 -1.257 -0.39
F 2.205 0.878 0.129 -0.07
O 0.232 -0.007 1.701 -0.18
H -0.850 -2.597 3.126 0.13
C 0.842 1.308 3.582 -0.56
H -1.465 3.789 -2.042 0.00
B 1.467 -2.870 1.554 -1.25
H -2.265 -2.231 1.474 0.09
C 3.290 -1.490 -2.445 -0.22
C 6.710 0.756 -0.225 -0.05
C 3.415 1.551 -1.803 -0.01
F -2.827 -3.507 -0.178 -0.33
C -3.035 0.886 1.937 -0.23
C 0.881 1.475 4.953 -0.22
C 0.190 0.215 2.977 -0.32
C -2.488 3.523 1.514 -0.05
F 1.342 -4.569 -3.088 0.15
F -4.061 -1.297 -0.939 -0.36
C 4.714 1.399 -1.539 -0.02
H 5.479 -1.499 0.152 0.12
H -3.094 3.698 -1.344 0.01
H -0.896 2.712 0.299 0.08
N -2.074 -1.368 1.974 -0.05
C -1.743 2.502 0.944 -0.17
O -0.148 0.716 -0.750 -0.63
H -2.269 1.701 -4.793 0.03
H 7.068 0.046 0.516 0.08
H -1.133 0.419 -4.355 0.01
H -2.247 -1.943 3.997 0.14
C 2.848 -2.774 -3.027 -0.09
C 5.356 0.367 -0.748 -0.26
H -4.171 0.016 -3.331 0.00
F -2.254 -1.424 -3.266 -0.33
F -0.271 -3.365 -1.323 0.07
H -0.679 2.116 -4.120 0.01
S 0.657 1.257 -1.985 0.94
I 1.625 2.833 2.381 1.09
C -4.171 0.985 -2.834 -0.29
C -1.467 -1.702 3.256 -0.11
H -3.957 -0.865 1.229 0.12
F -1.619 -1.273 -0.731 -0.39
F -2.211 -4.093 -2.723 -0.32